Record 1
Computed, not measured: 2 unconnected molecules or ions with the total composition C42H41N2O2S at a distorted geometry, with wB97M-V/def2-TZVPD.

```
88
Properties=species:S:1:pos:R:3:forces:R:3:lowdin_charge:R:1
N -1.0297 1.0877 -3.1530 0.1 -0.3 -0.7 -0.026
H -0.4844 1.8425 1.5569 0.4 0.1 -0.1 0.088
H -1.3403 -3.5115 -0.1661 0.2 -0.1 -0.3 0.102
H 2.1371 -1.8886 4.4401 0.2 0.1 0.0 0.123
H -4.4166 -2.5914 -2.4074 0.2 -0.2 0.0 0.094
C -2.1799 -2.4896 2.8486 -0.5 0.3 0.0 -0.012
C -3.3292 -2.0770 -4.9637 -0.1 -0.1 0.0 -0.067
C -1.2107 -0.1850 2.8781 0.8 -0.1 0.8 0.042
C 2.9159 -1.3808 3.8721 0.0 0.2 -0.1 -0.005
H 5.6555 0.3254 1.6670 -0.4 -0.1 0.4 0.115
H -3.8369 -4.0476 -3.2584 0.0 0.1 0.2 0.085
H -1.0874 1.6752 -5.8371 0.0 0.2 0.0 0.107
C -4.7623 -1.3795 2.9670 0.1 -0.3 -0.1 -0.059
H 0.0830 6.5671 1.3445 0.0 0.0 0.4 0.100
C -0.5264 -3.4143 -0.8923 0.2 -0.1 -0.4 -0.051
H -2.6562 -1.6277 -5.7047 -0.2 -0.1 0.1 0.076
H -0.1331 7.6841 2.7407 -0.2 -0.1 -0.3 0.098
H 2.5827 2.1214 4.5989 -0.2 0.0 -0.1 0.131
C -1.5259 -1.1814 -1.5779 0.1 0.1 0.5 -0.257
C 1.5989 -3.0893 -2.6777 -0.1 0.2 0.2 -0.069
C 7.4778 -1.3329 2.2487 -0.3 -0.1 0.3 -0.044
H 0.8158 5.1187 -2.7800 0.0 0.2 -0.2 0.104
H -2.1042 0.1920 -4.7125 0.0 0.1 0.3 0.117
H -3.2179 -0.4662 -2.6689 0.3 -0.1 -0.1 0.165
C 4.2136 -1.8450 3.9236 0.3 0.0 -0.3 0.021
C -0.0570 3.1772 -2.9532 0.2 0.6 -0.9 -0.471
C 2.5902 -0.1997 3.1527 0.2 0.0 0.1 -0.175
C -3.3031 -3.3190 2.8352 0.3 0.3 -0.1 -0.058
C -2.3316 -1.0796 2.8964 -0.9 -0.8 -0.3 -0.204
H -3.1604 -4.3968 2.7941 -0.1 0.2 0.0 0.112
C 0.6903 4.5669 3.1928 -0.1 0.4 -0.3 -0.237
H 0.5016 5.6531 -5.2241 0.0 -0.3 0.1 0.107
C -0.4279 -2.2452 -1.6555 -0.2 0.4 0.4 -0.188
C 0.3737 4.4045 -3.4633 -0.3 -0.4 0.0 -0.081
S -0.0338 2.5906 -1.3085 -0.1 -0.2 0.2 1.072
C -0.7775 1.0524 -1.8042 -0.2 -1.1 0.4 -0.583
H -1.6952 -2.8412 -3.8118 -0.4 0.1 0.1 0.145
C -2.6430 -2.3022 -3.6149 0.4 -0.1 0.1 -0.397
C -0.0375 3.8019 2.2545 0.2 0.3 0.4 0.001
C -0.3049 3.7042 -5.6929 0.1 -0.1 0.4 -0.072
H -2.2640 -1.5157 -0.8350 0.2 -0.1 -0.2 0.131
N -0.9980 0.0712 -0.9997 0.3 0.9 -0.5 0.079
C -0.5879 2.2283 -3.8254 -0.3 -0.2 0.1 -0.238
C 0.1180 2.4269 2.2509 -0.1 0.0 0.0 -0.045
H -5.4644 -3.4251 2.8281 0.2 0.2 0.0 0.115
H -1.3089 6.3469 2.4683 0.4 0.1 0.1 0.099
H -1.1742 -2.9071 2.8209 -0.4 -0.1 0.0 0.108
H -4.2201 -1.4386 -4.8617 0.2 -0.1 0.0 0.094
C -1.4916 -0.1080 -3.8572 0.4 0.3 -0.1 -0.109
C -0.6975 2.4566 -5.1940 0.2 0.3 0.1 -0.007
H 7.7122 -0.2728 2.4272 -0.1 -0.3 0.1 0.097
H 2.4268 -2.9326 -3.3722 -0.2 -0.1 0.3 0.107
C -4.5937 -2.7699 2.8588 0.3 0.3 0.2 -0.045
C 1.8338 2.5875 3.9586 -0.2 -0.4 0.0 0.000
C 1.2256 0.3321 3.0756 0.1 0.4 -0.3 -0.053
H -3.7693 0.5376 3.0420 0.0 -0.4 -0.1 0.122
C -2.2730 -0.9889 -2.9162 -0.5 0.1 0.1 -0.239
C 0.6683 -2.0616 -2.4959 0.3 -0.3 -0.1 -0.038
H -0.4046 3.9193 -6.7544 0.0 -0.1 0.2 0.108
H 8.3290 -1.9633 2.5089 0.0 0.2 -0.2 0.098
C 1.6092 3.9374 4.0657 -0.3 0.4 -0.4 0.023
H -5.7651 -0.9545 3.0285 0.3 -0.1 0.0 0.114
H -0.7168 4.2804 1.5456 0.2 -0.2 0.3 0.107
C 1.4672 -4.2861 -1.9668 -0.3 0.1 0.0 -0.085
H -0.6389 -0.6739 -4.2722 -0.2 0.3 0.1 0.133
C 0.2157 4.6770 -4.8301 0.0 -0.2 0.1 -0.085
H 3.4366 1.3666 1.8947 -0.1 -0.3 0.1 0.130
C 3.6343 0.4402 2.4351 -0.3 0.1 -0.1 0.002
H -2.9847 -3.4795 -1.8063 -0.2 0.1 -0.2 0.058
C 4.8991 -0.1114 2.3278 0.2 -0.5 0.5 0.010
O 0.5984 5.9198 3.2970 -0.2 -0.8 -0.4 -0.071
C -3.5195 -3.1554 -2.7068 -0.1 -0.2 -0.1 -0.057
H -3.6512 -3.0486 -5.3588 0.0 0.3 0.0 0.084
H 7.2003 -1.4734 1.1924 0.0 0.0 0.4 0.102
O 6.4446 -1.8177 3.1416 -0.7 0.6 -0.3 -0.071
H 0.8075 -1.1102 -3.0153 0.0 -0.4 0.2 0.110
C 1.0455 1.7786 3.0912 0.3 0.2 -0.2 -0.175
H 0.2720 -5.3799 -0.5196 0.1 0.3 -0.2 0.104
C -0.2559 6.6596 2.3888 0.3 -0.3 0.3 -0.041
C 5.2098 -1.2461 3.1141 0.4 0.1 -0.3 -0.239
H 4.5122 -2.6883 4.5487 -0.2 0.2 -0.2 0.131
C -3.6504 -0.5475 2.9721 0.6 -0.1 0.0 -0.009
C 0.1249 -0.5545 2.9512 -0.4 -0.1 0.1 0.010
H -1.4946 0.8644 2.9152 0.2 -0.2 0.1 0.111
H 2.1932 -5.0876 -2.1047 -0.2 0.2 0.0 0.103
C 0.3946 -4.4502 -1.0793 0.2 0.3 0.1 -0.075
H 2.1340 4.5616 4.7878 0.0 -0.2 -0.2 0.131
H 0.3882 -1.6169 2.9508 -0.2 0.4 -0.1 0.111
```
Forces are in eV/Å.

Calculated values
ΔE to the lowest compared entry with this formula, charge and spin in kcal per mole: 0.0
Highest occupied orbital energy in eV: -9.6916
Total charge: +1
E_LUMO in eV: -4.71
2S+1: 1
Strongest force on any atom in hartree/bohr: 0.0239

=====

Record 2
Computed, not measured: 2 unconnected molecules or ions with the total composition C2H7N3S at a distorted geometry, with wB97M-V/def2-TZVPD.

```
13
Properties=species:S:1:pos:R:3:forces:R:3:lowdin_charge:R:1
H 3.0725 0.1738 -0.9143 -2.0 2.1 2.8 0.096
H 1.5351 1.8577 -0.3772 4.1 -2.9 0.1 0.172
C 2.2668 0.5983 0.0124 3.4 2.0 -2.1 -0.494
H -3.1482 0.6136 0.4755 0.6 -0.8 -0.2 0.031
N -2.6413 0.1755 -0.3185 2.4 1.0 0.4 -0.053
H -1.4952 -1.5518 -0.3641 -0.2 -0.8 -0.3 0.061
H -1.8548 1.1018 -0.5626 -2.9 -2.9 0.8 0.102
H 0.6714 1.5093 -0.1281 -4.7 0.1 1.4 -0.034
S 1.1982 -0.7966 -0.0620 -0.2 -0.3 0.4 0.852
H 2.9034 0.9508 0.9978 -2.0 -1.3 -2.4 0.092
C -0.3693 -0.0028 0.0719 -0.7 2.2 2.6 -0.788
N -0.4483 1.3182 0.1629 2.7 -3.1 -1.4 -0.015
N -1.5161 -0.8485 0.3498 -0.5 4.7 -2.3 -0.024
```
Forces are in eV/Å.

Calculated values
ΔE to the lowest compared entry with this formula, charge and spin in kcal per mole: 148.5
Highest occupied orbital energy in eV: -9.0714
Total charge: 0
E_LUMO in eV: 0.24
2S+1: 1
Strongest force on any atom in hartree/bohr: 0.1027

=====

Record 3
Computed, not measured: a single C6H6N2 molecule at a distorted geometry, with wB97M-V/def2-TZVPD.

```
14
Properties=species:S:1:pos:R:3:forces:R:3:lowdin_charge:R:1
H 1.3311 -2.8087 -0.8467 -0.9 1.6 -0.1 0.071
H 2.0156 0.5787 1.5373 -1.7 -0.6 -1.6 0.135
H -0.1508 2.3207 1.7505 1.6 -0.4 0.7 0.086
C 0.6908 -0.5388 -0.1385 0.9 -3.0 -2.2 -0.152
C 1.0721 0.4930 0.8602 -2.6 2.4 1.8 -0.026
C -0.0040 1.4341 1.1385 2.4 -1.9 -1.6 -0.093
C 1.3824 -1.8499 -0.2752 -1.6 4.1 1.5 0.098
N -0.8893 -1.0247 -1.9597 -2.9 1.0 -2.1 0.118
H 2.1325 -1.9632 0.5044 0.2 0.2 0.0 0.032
H -1.8905 -0.5906 -2.1677 1.9 -2.0 -0.6 0.106
H -2.1831 1.9858 0.9903 2.8 -1.3 -1.9 0.161
C -1.2305 1.4051 0.4093 -5.6 -1.0 -1.4 -0.169
N -1.6616 0.6969 -0.6751 3.2 2.8 3.7 0.066
C -0.6148 -0.1385 -1.1276 2.2 -1.9 3.8 -0.433
```
Forces are in eV/Å.

Calculated values
ΔE to the lowest compared entry with this formula, charge and spin in kcal per mole: 99.2
Highest occupied orbital energy in eV: -8.5663
Total charge: 0
E_LUMO in eV: -1.33
2S+1: 1
Structure (SMILES): [H]/N=C1\N=CC=CC1=C
Strongest force on any atom in hartree/bohr: 0.1143

=====

Record 4
Computed, not measured: a single C6H4 molecule at a distorted geometry, with wB97M-V/def2-TZVPD.

```
10
Properties=species:S:1:pos:R:3:forces:R:3:lowdin_spin:R:1
H 1.3581 0.2105 -2.1060 0.4 0.3 -0.2 0.007
C -0.6861 0.4930 -0.8669 -1.2 0.7 -1.9 0.417
C 0.6827 0.0711 -1.2984 -2.0 0.1 1.8 0.139
C -0.4595 -0.9426 -0.9179 0.3 1.3 0.0 0.141
H -0.7970 -1.8605 -1.3523 -0.5 -0.1 0.2 0.009
C 0.5547 -0.5269 0.0150 3.6 -2.1 1.8 0.578
H -1.3365 1.6119 1.7111 -0.1 0.5 0.6 0.031
H 0.9993 -0.1831 2.2541 -1.5 0.9 -1.6 0.038
C -0.6492 0.9740 1.2165 -1.4 1.0 -0.8 0.492
C 0.3335 0.1525 1.3448 2.5 -2.6 0.2 0.147
```
Forces are in eV/Å.

Calculated values
ΔE to the lowest compared entry with this formula, charge and spin in kcal per mole: 63.5
Highest occupied orbital energy (alpha / beta) in eV: -6.0244 / -9.5360
Total charge: 0
E_LUMO (alpha / beta) in eV: 1.18 / -1.95
2S+1: 3
Strongest force on any atom in hartree/bohr: 0.0871

=====

Record 5
Computed, not measured: 2 unconnected molecules or ions with the total composition C4H9N2O at a distorted geometry, with wB97M-V/def2-TZVPD.

```
16
Properties=species:S:1:pos:R:3:forces:R:3:lowdin_charge:R:1
H 0.9337 2.4765 -0.4329 -1.3 -0.8 0.3 0.132
C 1.4165 -0.1126 0.1281 -0.7 -1.3 -2.5 -0.025
C 0.9234 -1.5314 -0.3396 1.2 0.1 0.3 -0.051
H -0.9019 2.3416 -0.5815 0.7 -0.3 0.1 0.121
H 2.0710 0.3343 -0.6930 -0.7 -0.4 1.6 0.163
N -0.5368 -1.4956 0.1664 2.7 -0.4 -2.1 0.140
N 0.0667 0.6003 0.0939 1.8 1.1 0.5 -0.070
H -0.1360 2.4825 0.9377 -0.2 0.6 2.2 0.076
C -0.8521 -0.2597 0.2016 -4.2 1.1 -0.1 -0.013
C -0.0159 2.0376 0.0138 0.3 1.0 -2.9 0.014
O -3.2146 0.3017 -0.0505 3.8 -1.2 0.6 -0.029
H -3.3467 -0.6510 0.1504 -0.3 0.5 -0.1 0.005
H -0.9524 -2.2459 0.6205 -1.1 -1.4 0.7 0.142
H 1.1467 -1.6540 -1.4212 -1.4 0.0 0.4 0.136
H 1.5315 -2.3298 0.1180 -0.8 0.3 0.3 0.133
H 1.8668 -0.2944 1.0883 0.1 1.1 0.6 0.127
```
Forces are in eV/Å.

Calculated values
ΔE to the lowest compared entry with this formula, charge and spin in kcal per mole: 160.8
Highest occupied orbital energy in eV: -14.8454
Total charge: +1
E_LUMO in eV: -7.37
2S+1: 1
Strongest force on any atom in hartree/bohr: 0.0843

=====

Record 6
Computed, not measured: a molecular structure, C26H29N4ReSeSi, with wB97M-V/def2-TZVPD.

```
62
Properties=species:S:1:pos:R:3:forces:R:3:lowdin_spin:R:1
C 1.2425 3.0681 0.5878 -0.1 0.0 0.0 0.005
H 2.8930 -3.2114 1.3899 0.0 0.0 0.0 0.002
H 4.3043 1.2362 2.0205 0.0 0.0 0.0 0.000
C -0.4803 2.8268 -2.1215 0.0 0.1 0.0 0.000
C 3.0342 -0.2990 -1.8728 0.0 0.0 0.0 0.000
C -4.1328 -2.5448 -0.9835 -0.1 0.0 0.0 -0.001
H -6.2503 -2.3334 -1.2750 0.0 0.0 0.0 0.000
N 1.5214 -2.1399 0.2432 0.2 0.0 0.1 -0.017
C -2.1763 2.7874 0.5078 0.0 0.0 0.0 0.003
H 2.2842 4.8742 1.0427 0.0 0.0 0.0 0.000
C -4.7640 -1.8466 1.5657 0.0 0.0 -0.1 0.003
H 0.3978 3.6159 0.1960 0.0 0.0 0.0 0.000
H 1.6398 -3.3587 -1.4586 0.0 0.0 0.0 -0.002
C -2.3386 0.5199 -1.4838 0.0 0.0 -0.1 0.003
C 1.3492 -2.1555 2.5464 0.0 0.0 -0.1 0.001
H 0.6085 2.7771 -2.1339 0.0 0.0 0.0 0.000
H -2.3359 2.2119 1.4228 0.0 0.0 0.0 0.000
H -2.8176 -0.1596 -0.7801 0.0 0.1 0.0 0.001
H -1.1051 -0.3096 3.6033 0.0 0.0 0.0 0.003
C -5.4300 -2.2709 -0.5693 0.1 0.0 0.1 0.002
Se -1.3046 -2.8067 -0.5518 0.1 0.1 -0.2 0.030
Re -0.1170 -0.9451 0.4272 -0.1 0.0 0.1 0.732
Si -1.2121 1.8022 -0.7452 0.1 0.0 0.0 0.008
C 2.1611 -2.4950 -1.0410 0.0 0.0 0.0 -0.004
H -3.9295 -2.8114 -2.0121 0.0 0.0 0.0 0.000
C 1.0964 -1.2329 -2.9429 0.0 0.0 0.0 0.000
H 0.3816 -2.0402 -3.0519 0.0 0.0 0.0 0.000
C 3.4476 1.7622 1.6187 0.0 0.0 0.0 0.000
C 2.0129 -2.5766 1.3722 -0.1 0.0 0.0 0.056
C 1.4911 -2.3390 3.9044 0.0 0.0 0.1 0.030
N 0.2607 -1.3144 2.3056 0.0 0.0 0.1 0.008
C 3.4319 3.1481 1.5905 0.0 0.0 0.0 0.006
C 1.2480 1.6739 0.6089 0.1 0.0 0.1 0.010
N -5.7470 -1.9184 0.6744 0.0 0.0 0.0 -0.002
C 1.0147 -0.1188 -3.7669 0.0 0.0 0.0 0.000
C 0.4693 -1.5795 4.5243 0.0 -0.1 0.0 0.003
H -1.7018 3.7286 0.7840 0.0 0.0 0.0 0.000
H -5.0486 -1.5727 2.5756 0.0 0.0 0.0 0.000
H -0.8423 2.4648 -3.0859 0.0 0.0 0.0 0.000
H 0.2377 -0.0596 -4.5186 0.0 0.0 0.0 0.000
H -0.7725 3.8752 -2.0259 0.0 0.0 0.0 0.000
H -2.6760 -2.0693 2.0352 0.0 0.0 0.0 0.003
C -3.4332 -2.1101 1.2623 -0.1 0.0 0.0 0.006
C 2.3208 3.7931 1.0725 0.0 0.0 0.0 0.000
C 2.1043 -1.3274 -1.9885 0.0 0.0 0.1 0.000
H 3.1951 -2.7818 -0.8418 0.0 0.0 0.0 -0.001
C 2.3726 1.0359 1.1355 0.0 0.0 0.0 0.009
H 4.2713 3.7155 1.9682 0.0 0.0 0.0 0.000
H 2.2326 -2.9479 4.3976 0.0 0.0 0.0 0.001
N 0.1313 0.9124 0.1230 -0.1 0.0 -0.2 0.042
H -3.1607 3.0231 0.0944 0.0 0.0 0.0 0.000
C 2.9514 0.8173 -2.6912 0.0 0.0 0.0 0.000
H 3.6808 1.6114 -2.5958 0.0 0.0 0.0 0.000
H 2.4258 -0.0419 1.1612 0.0 0.0 0.0 0.003
H -1.8538 -0.0541 -2.2769 0.0 0.0 0.1 0.000
C -0.2605 -0.9770 3.5274 0.0 0.0 0.0 0.039
H 1.8808 1.7733 -4.2860 0.0 0.0 0.0 0.000
H 0.2927 -1.4860 5.5830 0.0 0.0 0.0 0.000
H 3.8305 -0.3711 -1.1404 0.0 0.0 0.0 0.000
H -3.1492 1.0950 -1.9464 0.0 0.0 0.0 0.000
C -3.1182 -2.4510 -0.0454 0.0 0.0 0.1 0.017
C 1.9398 0.9077 -3.6385 0.0 0.0 0.0 0.000
```
Forces are in eV/Å.

Calculated values
Highest occupied orbital energy (alpha / beta) in eV: -11.0271 / -11.4234
Total charge: +1
E_LUMO (alpha / beta) in eV: -4.42 / -4.70
2S+1: 2
Strongest force on any atom in hartree/bohr: 0.0050

=====

> Which formula does entry 4 have?

C6H4